17
Properties=species:S:1:pos:R:3 method="wB97M-V/def2-TZVPD" total_energy_ev=-20711.063 de_lowest_ev=3.970 charge=0 orbital_gap_ev=9.003
S -1.260 0.009 0.003
H -2.453 -1.310 -1.742
O -0.935 -1.796 0.518
C 1.907 -0.849 0.244
H 0.785 2.983 0.444
C -1.527 -0.790 -1.681
H -1.329 -1.932 1.403
N 1.771 -0.828 1.400
H 1.028 -1.198 2.043
C -0.115 1.139 -0.295
O 2.300 -0.765 -0.876
H 1.181 1.633 1.337
H -1.194 -0.002 -2.400
H -0.938 -1.674 -1.661
H 0.706 1.011 -1.147
C 0.339 2.041 0.824
H -0.268 2.326 1.586